Run i
Here is a structure of composition C19H25F5GeN2O2PdSSe from the Open Molecules 2025 dataset. Energies are from ωB97M-V/def2-TZVPD.

Geometry (Å):
Pd  -1.39  -1.99  -0.32
C  6.52  1.38  -0.51
C  5.20  0.68  -0.50
C  4.05  1.30  -1.00
C  2.83  0.65  -1.02
C  2.77  -0.66  -0.54
C  3.91  -1.31  -0.04
C  5.10  -0.63  -0.03
S  1.31  -1.54  -0.55
O  0.34  -0.92  -1.45
O  1.56  -2.94  -0.66
N  0.39  -1.40  0.88
C  0.31  -2.27  1.88
C  1.37  -2.63  2.75
C  1.13  -3.58  3.73
C  -0.14  -4.13  3.81
C  -1.15  -3.72  2.89
N  -0.95  -2.81  1.98
H  6.41  2.45  -0.69
H  7.15  0.98  -1.31
H  7.04  1.24  0.43
H  4.12  2.31  -1.38
H  1.95  1.13  -1.42
H  3.85  -2.34  0.28
H  5.99  -1.13  0.34
H  2.33  -2.15  2.64
H  1.90  -3.88  4.42
H  -0.37  -4.88  4.55
H  -2.13  -4.18  2.93
F  -4.10  -2.30  -1.12
C  -3.29  -3.12  -0.44
F  -3.83  -3.44  0.72
C  -2.92  -4.36  -1.29
F  -2.39  -3.94  -2.44
F  -2.03  -5.10  -0.64
F  -4.00  -5.08  -1.54
C  -3.15  3.77  1.48
Ge  -2.25  3.83  -0.23
C  -0.70  4.97  -0.28
C  -3.45  4.06  -1.73
C  -1.39  1.95  -0.45
Se  -2.71  0.65  -0.62
C  -2.81  0.53  -2.54
H  -3.82  4.63  1.57
H  -2.43  3.83  2.30
H  -3.75  2.87  1.61
H  -1.01  6.00  -0.09
H  -0.23  4.95  -1.26
H  0.03  4.69  0.47
H  -4.01  4.99  -1.60
H  -4.19  3.26  -1.80
H  -2.91  4.12  -2.67
H  -0.83  1.77  0.47
H  -0.75  1.95  -1.33
H  -2.82  1.54  -2.93
H  -3.72  -0.01  -2.79
H  -1.93  -0.01  -2.88

Computed properties:
* HOMO energy (spin up / spin down): -14.681 / -14.887 eV
* molecular weight: 698.5 Da
* 2S+1: 5
* charge: +2



Run ii
Here is a structure of composition C19H25F5GeN2O2PdSSe from the Open Molecules 2025 dataset. Energies are from ωB97M-V/def2-TZVPD.

Geometry (Å):
Pd  -0.24  -0.02  0.64
C  -8.00  2.91  2.78
C  -6.65  2.46  2.31
C  -6.11  1.24  2.74
C  -4.88  0.80  2.30
C  -4.18  1.60  1.40
C  -4.68  2.82  0.95
C  -5.91  3.24  1.42
S  -2.67  1.09  0.77
O  -2.48  -0.34  1.06
O  -2.51  1.53  -0.58
N  -1.33  1.71  1.59
C  -0.54  2.69  1.17
C  -0.90  4.07  1.12
C  0.03  4.97  0.63
C  1.26  4.49  0.22
C  1.56  3.09  0.32
N  0.70  2.24  0.79
H  -8.35  2.34  3.63
H  -8.72  2.80  1.97
H  -7.98  3.97  3.05
H  -6.68  0.62  3.42
H  -4.48  -0.15  2.62
H  -4.14  3.41  0.22
H  -6.32  4.18  1.07
H  -1.87  4.38  1.47
H  -0.20  6.02  0.57
H  2.01  5.16  -0.18
H  2.51  2.71  -0.03
F  1.71  -2.00  0.21
C  1.58  -0.76  -0.29
F  2.71  -0.10  -0.13
C  1.14  -0.81  -1.77
F  0.02  -1.55  -1.83
F  0.86  0.42  -2.18
F  2.07  -1.34  -2.54
C  0.51  -1.10  6.66
Ge  -1.05  -2.04  6.02
C  -2.69  -1.57  6.91
C  -0.79  -3.94  5.81
C  -1.38  -1.28  4.12
Se  0.03  -1.76  2.99
C  -0.78  -3.26  2.08
H  0.91  -1.61  7.53
H  0.25  -0.08  6.95
H  1.30  -1.06  5.91
H  -2.60  -1.83  7.97
H  -3.53  -2.11  6.49
H  -2.88  -0.50  6.84
H  -0.49  -4.36  6.77
H  -0.01  -4.18  5.09
H  -1.72  -4.43  5.51
H  -1.39  -0.19  4.23
H  -2.32  -1.65  3.72
H  -1.28  -3.87  2.82
H  0.01  -3.81  1.58
H  -1.50  -2.86  1.36

Computed properties:
* HOMO energy (spin up / spin down): -14.630 / -14.881 eV
* molecular weight: 698.5 Da
* 2S+1: 5
* charge: +2



Name the least stable of them. run ii.



Run i
Here is a structure of composition C2H6NOPS from the Open Molecules 2025 dataset. Energies are from ωB97M-V/def2-TZVPD.

Geometry (Å):
C  -0.24  1.35  0.55
C  0.84  -1.22  0.20
N  1.98  1.19  -1.06
O  3.21  -0.31  0.99
P  1.30  0.50  0.14
S  4.00  0.20  -0.16
H  -0.77  1.75  -0.20
H  0.06  2.19  1.10
H  -0.86  0.57  1.06
H  -0.24  -1.17  0.39
H  1.30  -1.66  1.04
H  1.00  -1.83  -0.68

Computed properties:
* HOMO energy (spin up / spin down): -8.558 / -7.789 eV
* molecular weight: 123.1 Da
* charge: 0



Run ii
Here is a cluster of 2 separate species, C2H6NOPS in total from the Open Molecules 2025 dataset. Energies are from ωB97M-V/def2-TZVPD.

Geometry (Å):
C  0.90  1.00  -0.33
C  -2.05  -0.15  0.23
N  2.23  1.25  -0.52
O  3.02  0.73  0.25
P  0.49  -0.42  0.88
S  0.77  -2.11  -0.32
H  0.35  0.88  -1.23
H  0.42  1.96  0.25
H  -2.00  0.76  -0.51
H  -1.72  -0.97  -0.32
H  -2.80  -0.04  0.92
H  0.39  -2.88  0.71

Computed properties:
* HOMO energy (spin up / spin down): -8.252 / -8.250 eV
* molecular weight: 123.1 Da
* charge: 0



Name the least stable of them. run ii.



Run i
Here is a structure of composition C2H3FeO from the Open Molecules 2025 dataset. Energies are from ωB97M-V/def2-TZVPD.

Geometry (Å):
H  -1.10  1.14  0.05
O  -0.87  -0.80  0.71
C  -0.36  0.32  0.23
C  0.86  0.52  -0.28
H  1.16  1.51  -0.61
H  1.61  -0.28  -0.28
Fe  -1.30  -2.41  0.18

Computed properties:
* HOMO energy (spin up / spin down): -13.759 / -13.392 eV
* molecular weight: 98.9 Da
* 2S+1: 5
* charge: +1



Run ii
Here is a structure of composition C2H3FeO from the Open Molecules 2025 dataset. Energies are from ωB97M-V/def2-TZVPD.

Geometry (Å):
H  -0.92  0.50  -0.95
O  -0.57  0.28  1.16
C  -0.12  0.61  -0.03
C  0.61  -0.25  -0.82
H  1.07  0.17  -1.72
H  1.05  -1.15  -0.39
Fe  -1.13  -0.16  2.75

Computed properties:
* HOMO energy (spin up / spin down): -13.385 / -12.959 eV
* molecular weight: 98.9 Da
* 2S+1: 5
* charge: +1



Name the least stable of them. run ii.



Run i
Here is the molecule C4H5FO2S from the Open Molecules 2025 dataset. Energies are from ωB97M-V/def2-TZVPD.

Geometry (Å):
O  -1.74  -1.43  -0.04
C  -1.40  -0.25  -0.06
O  -2.22  0.73  -0.40
C  0.01  0.14  0.38
S  0.66  1.67  0.19
C  0.86  -1.04  1.14
C  0.78  -1.04  -0.29
F  2.03  -0.77  -0.90
H  -1.66  1.43  0.11
H  1.07  1.73  -1.05
H  1.67  -0.78  1.76
H  0.12  -1.80  1.71
H  0.22  -1.63  -1.00

Computed properties:
* HOMO energy: -9.952 eV
* molecular weight: 136.1 Da
* charge: 0
* SMILES: O=C(O)[C@@]1(S)C[C@@H]1F



Run ii
Here is the molecule C4H5FO2S from the Open Molecules 2025 dataset. Energies are from ωB97M-V/def2-TZVPD.

Geometry (Å):
O  -0.55  2.29  0.46
C  -0.66  1.87  -0.67
O  -0.63  0.59  -1.03
C  -0.46  -0.43  -0.14
C  -1.33  -1.39  0.10
F  -2.46  -1.49  -0.54
C  0.87  -0.43  0.59
S  2.19  -0.64  -0.64
H  -0.76  2.40  -1.60
H  -1.08  -2.08  0.87
H  0.85  -1.22  1.32
H  0.95  0.48  1.20
H  3.09  0.04  0.07

Computed properties:
* HOMO energy: -9.435 eV
* molecular weight: 136.1 Da
* charge: 0
* SMILES: O=CO/C(=C\F)CS



Name the least stable of them. run i.



Run i
Here is a structure of composition C36H32BaN3O5S5 from the Open Molecules 2025 dataset. Energies are from ωB97M-V/def2-TZVPD.

Geometry (Å):
Ba  0.40  0.25  0.71
C  -1.48  4.01  -1.89
N  -1.02  2.62  -1.99
C  -2.18  1.78  -2.25
C  -2.05  0.31  -1.89
N  -2.25  0.00  -0.46
C  -2.16  -1.45  -0.30
C  -3.50  0.53  0.07
C  -4.69  -0.07  -0.33
C  -5.92  0.37  0.14
C  -5.94  1.44  1.03
C  -4.77  2.04  1.41
C  -3.50  1.63  0.95
S  -2.08  2.53  1.43
C  0.14  2.40  -2.77
C  0.12  1.52  -3.86
C  1.26  1.25  -4.61
C  2.45  1.88  -4.30
C  2.48  2.77  -3.24
C  1.36  3.03  -2.45
S  1.58  4.09  -1.05
H  -2.13  4.25  -2.74
H  -0.64  4.70  -1.89
H  -2.02  4.13  -0.96
H  -2.51  1.86  -3.30
H  -3.00  2.20  -1.65
H  -1.06  -0.07  -2.17
H  -2.78  -0.25  -2.49
H  -2.86  -2.00  -0.94
H  -2.36  -1.72  0.74
H  -1.15  -1.80  -0.54
H  -4.66  -0.90  -1.02
H  -6.83  -0.11  -0.18
H  -6.89  1.80  1.42
H  -4.79  2.88  2.10
H  -0.80  1.03  -4.15
H  1.20  0.56  -5.43
H  3.34  1.68  -4.87
H  3.40  3.28  -2.98
O  4.04  3.23  0.02
C  2.70  2.80  0.13
O  2.49  1.59  -0.20
C  2.13  3.31  1.46
C  2.40  4.57  1.98
C  1.74  4.96  3.12
C  0.82  4.09  3.72
C  0.66  2.85  3.15
N  1.32  2.46  2.06
C  -0.24  1.76  3.71
O  -1.23  2.14  4.53
O  -0.03  0.59  3.48
H  4.41  2.64  -0.64
H  3.11  5.22  1.47
H  1.92  5.93  3.56
H  0.28  4.37  4.61
H  -1.69  2.89  4.10
O  1.08  -2.08  0.72
C  1.44  -3.39  0.71
C  1.85  -3.80  -0.71
C  1.04  -3.88  -1.80
C  1.74  -4.17  -3.00
C  3.08  -4.32  -2.79
S  3.49  -4.06  -1.15
C  0.27  -4.27  1.16
C  -0.10  -5.53  0.81
C  -1.22  -6.01  1.55
C  -1.66  -5.09  2.45
S  -0.73  -3.66  2.42
C  2.61  -3.63  1.67
C  3.53  -2.70  2.04
C  4.55  -3.23  2.88
C  4.39  -4.56  3.11
S  2.97  -5.16  2.36
H  -0.03  -3.74  -1.74
H  1.27  -4.27  -3.97
H  3.85  -4.54  -3.51
H  0.41  -6.09  0.04
H  -1.67  -6.98  1.40
H  -2.50  -5.18  3.13
H  3.46  -1.67  1.71
H  5.37  -2.64  3.28
H  5.01  -5.21  3.71

Computed properties:
* HOMO energy: -4.513 eV
* molecular weight: 884.3 Da
* charge: -1



Run ii
Here is a structure of composition C36H32BaN3O5S5 from the Open Molecules 2025 dataset. Energies are from ωB97M-V/def2-TZVPD.

Geometry (Å):
Ba  0.17  0.69  0.02
C  -3.58  0.43  0.12
N  -2.74  1.17  -0.80
C  -2.97  0.74  -2.20
C  -2.60  -0.70  -2.58
N  -1.16  -1.02  -2.62
C  -0.46  -0.19  -3.60
C  -0.88  -2.42  -2.73
C  -0.11  -2.86  -3.82
C  0.28  -4.18  -4.00
C  -0.12  -5.14  -3.08
C  -0.89  -4.74  -2.00
C  -1.27  -3.41  -1.78
S  -2.18  -3.11  -0.31
C  -2.86  2.61  -0.68
C  -3.97  3.19  -0.06
C  -4.09  4.57  0.08
C  -3.08  5.39  -0.41
C  -1.98  4.83  -1.03
C  -1.83  3.44  -1.17
S  -0.39  2.84  -1.95
H  -4.66  0.52  -0.13
H  -3.42  0.79  1.14
H  -3.31  -0.62  0.09
H  -2.44  1.45  -2.84
H  -4.04  0.83  -2.42
H  -3.03  -0.85  -3.58
H  -3.08  -1.40  -1.90
H  -0.83  -0.35  -4.62
H  0.61  -0.39  -3.57
H  -0.59  0.85  -3.34
H  0.20  -2.15  -4.57
H  0.86  -4.45  -4.86
H  0.16  -6.18  -3.20
H  -1.21  -5.47  -1.26
H  -4.77  2.57  0.32
H  -4.96  4.98  0.57
H  -3.16  6.47  -0.29
H  -1.17  5.45  -1.40
O  -1.02  -2.60  2.63
C  -0.63  -1.84  1.57
O  -0.89  -0.64  1.54
C  0.49  -2.44  0.79
C  0.89  -3.78  0.90
C  1.93  -4.21  0.11
C  2.57  -3.31  -0.74
C  2.14  -2.00  -0.75
N  1.12  -1.58  0.00
C  2.72  -0.89  -1.59
O  3.79  -1.17  -2.35
O  2.25  0.21  -1.60
H  -1.64  -2.04  3.11
H  0.35  -4.44  1.56
H  2.24  -5.24  0.14
H  3.39  -3.65  -1.36
H  4.06  -2.08  -2.23
O  0.86  2.10  1.41
C  1.83  2.35  2.35
C  2.19  1.01  3.03
C  3.21  0.13  2.83
C  3.02  -1.12  3.51
C  1.85  -1.15  4.21
S  0.99  0.33  4.07
C  1.32  3.31  3.43
C  0.16  4.02  3.39
C  -0.02  4.86  4.52
C  1.01  4.79  5.40
S  2.22  3.69  4.86
C  3.01  3.05  1.64
C  3.24  4.39  1.57
C  4.23  4.75  0.61
C  4.73  3.68  -0.05
S  4.01  2.23  0.49
H  4.08  0.35  2.24
H  3.72  -1.94  3.47
H  1.45  -1.95  4.82
H  -0.53  3.92  2.56
H  -0.88  5.50  4.67
H  1.15  5.31  6.34
H  2.70  5.11  2.18
H  4.53  5.77  0.42
H  5.49  3.66  -0.82

Computed properties:
* HOMO energy: -3.719 eV
* molecular weight: 884.3 Da
* charge: -1



Name the least stable of them. run ii.



Run i
Here is a cluster of 2 separate species, C4H5FN2O in total from the Open Molecules 2025 dataset. Energies are from ωB97M-V/def2-TZVPD.

Geometry (Å):
C  -1.79  -0.09  0.10
C  -0.70  0.91  -0.05
C  0.48  0.25  0.01
C  2.04  0.47  0.11
H  -3.39  -1.03  -0.62
H  -0.94  2.01  -0.22
H  2.29  0.82  1.11
H  2.54  1.38  -0.41
H  0.90  -1.65  -0.51
N  0.13  -1.09  0.04
N  -1.10  -1.27  0.15
O  -3.12  -0.01  0.20
F  2.66  -0.70  0.08

Computed properties:
* HOMO energy: -8.546 eV
* molecular weight: 116.1 Da
* charge: 0



Run ii
Here is the molecule C4H5FN2O from the Open Molecules 2025 dataset. Energies are from ωB97M-V/def2-TZVPD.

Geometry (Å):
C  -2.71  0.00  0.00
N  -1.27  -0.05  -0.02
C  -0.49  -1.17  -0.01
C  0.83  -0.69  0.01
O  1.96  -1.43  0.00
C  0.67  0.70  -0.01
F  1.68  1.58  0.01
N  -0.60  1.08  0.00
H  -3.13  0.47  0.90
H  -3.10  0.51  -0.89
H  -3.09  -1.04  0.09
H  -0.88  -2.13  0.00
H  2.72  -0.83  0.00

Computed properties:
* HOMO energy: -8.642 eV
* molecular weight: 116.1 Da
* charge: 0
* SMILES: Cn1cc(O)c(F)n1



Name the least stable of them. run i.



Run i
Here is a cluster of 3 separate species, C3H11NO3S in total from the Open Molecules 2025 dataset. Energies are from ωB97M-V/def2-TZVPD.

Geometry (Å):
N  -0.50  2.41  1.08
C  -0.27  1.07  0.60
C  -1.02  0.02  1.48
O  -1.05  -1.13  1.15
C  1.22  0.57  0.71
S  2.32  1.51  -0.37
H  0.04  2.58  1.91
H  -0.36  3.03  0.30
H  -0.56  0.89  -0.42
H  -1.71  0.42  2.24
H  1.64  0.52  1.71
H  1.19  -0.47  0.35
H  2.62  0.67  -1.37
O  -0.11  -0.38  -3.54
H  -0.73  -1.13  -3.49
H  -0.55  0.44  -3.26
O  -1.11  -3.81  0.26
H  -0.76  -2.91  0.24
H  -0.30  -4.31  0.40

Computed properties:
* HOMO energy: -9.236 eV
* molecular weight: 141.2 Da
* charge: 0
* SMILES: N[C@H](C=O)CS.O.O



Run ii
Here is a cluster of 4 separate species, C3H11NO3S in total from the Open Molecules 2025 dataset. Energies are from ωB97M-V/def2-TZVPD.

Geometry (Å):
O  -0.82  -1.58  -1.98
C  -0.85  -0.43  -1.51
N  -1.50  -0.09  -0.38
C  -1.31  1.32  -0.11
C  -0.39  1.37  1.14
S  -0.97  1.44  2.87
H  -0.44  0.38  -2.10
H  1.35  1.16  -0.71
H  -2.26  1.80  0.08
H  -0.77  1.85  -0.92
H  0.25  2.27  1.15
H  0.31  0.52  0.95
H  -1.63  0.29  3.02
H  1.07  -3.87  -0.88
H  0.47  -2.37  -1.15
O  1.17  -2.92  -0.75
H  2.23  0.36  0.28
H  1.94  -1.02  0.12
O  2.16  -0.47  0.89

Computed properties:
* HOMO energy: -9.569 eV
* molecular weight: 141.2 Da
* charge: 0



Name the least stable of them. run ii.